1.
Below is C42H34AuGeNO2Se as an isolated structure, with properties calculated with wB97M-V/def2-TZVPD.

Values from the calculation:
orbital gap = 7.332 eV
molecular weight = 933.3 g/mol

Atoms and positions in Å:
Au (-2.03, 0.32, 0.75)
C (-4.38, -2.49, -1.35)
C (-5.17, -1.73, -2.21)
C (-5.05, -0.35, -2.21)
C (-4.17, 0.32, -1.36)
C (-3.40, -0.46, -0.48)
C (-3.51, -1.85, -0.48)
C (-4.04, 1.81, -1.42)
C (-4.76, 2.58, -2.37)
C (-4.58, 3.93, -2.41)
C (-3.69, 4.56, -1.50)
C (-3.44, 5.95, -1.48)
C (-2.57, 6.47, -0.56)
C (-1.91, 5.63, 0.36)
C (-2.13, 4.28, 0.35)
C (-3.02, 3.72, -0.59)
N (-3.21, 2.37, -0.58)
H (-4.46, -3.57, -1.35)
H (-5.86, -2.21, -2.88)
H (-5.67, 0.21, -2.90)
H (-2.92, -2.44, 0.20)
H (-5.44, 2.12, -3.07)
H (-5.11, 4.54, -3.13)
H (-3.95, 6.59, -2.18)
H (-2.38, 7.54, -0.54)
H (-1.23, 6.06, 1.08)
H (-1.65, 3.62, 1.06)
O (-0.37, 1.15, 1.83)
C (0.36, 1.10, 0.80)
O (-0.13, 0.67, -0.28)
C (1.79, 1.58, 0.85)
C (2.56, 1.27, -0.42)
Ge (3.05, -0.62, -0.69)
C (4.69, -0.90, 0.36)
C (5.92, -0.45, -0.11)
C (7.07, -0.55, 0.66)
C (7.00, -1.08, 1.94)
C (5.78, -1.52, 2.44)
C (4.64, -1.43, 1.65)
C (3.39, -0.84, -2.60)
C (4.49, -1.50, -3.14)
C (4.64, -1.63, -4.52)
C (3.68, -1.10, -5.37)
C (2.57, -0.45, -4.85)
C (2.43, -0.32, -3.48)
C (1.72, -1.96, -0.18)
C (1.31, -2.91, -1.12)
C (0.41, -3.91, -0.79)
C (-0.10, -3.99, 0.50)
C (0.29, -3.06, 1.45)
C (1.18, -2.05, 1.11)
H (2.26, 1.16, 1.74)
H (1.71, 2.66, 1.04)
H (3.54, 1.76, -0.40)
H (2.02, 1.65, -1.28)
H (6.00, -0.01, -1.10)
H (8.02, -0.20, 0.27)
H (7.89, -1.16, 2.55)
H (5.71, -1.94, 3.43)
H (3.70, -1.80, 2.05)
H (5.23, -1.95, -2.49)
H (5.50, -2.15, -4.92)
H (3.80, -1.20, -6.45)
H (1.82, -0.04, -5.51)
H (1.55, 0.19, -3.08)
H (1.70, -2.87, -2.13)
H (0.10, -4.63, -1.54)
H (-0.79, -4.78, 0.76)
H (-0.08, -3.13, 2.46)
H (1.45, -1.33, 1.87)
Se (-3.88, 0.32, 2.26)
C (-3.00, -0.54, 3.75)
C (-3.39, -0.14, 5.02)
C (-2.84, -0.74, 6.14)
C (-1.88, -1.74, 6.00)
C (-1.49, -2.13, 4.73)
C (-2.05, -1.54, 3.61)
H (-4.11, 0.66, 5.15)
H (-3.15, -0.42, 7.13)
H (-1.45, -2.20, 6.88)
H (-0.75, -2.91, 4.61)
H (-1.75, -1.86, 2.62)

Charges obtained by Löwdin population analysis, quoted in units of e: 1.00, -0.08, -0.08, -0.04, -0.17, -0.32, -0.12, -0.21, 0.00, 0.00, -0.16, -0.04, -0.08, -0.07, 0.00, -0.20, 0.13, 0.11, 0.10, 0.10, 0.09, 0.10, 0.12, 0.11, 0.10, 0.10, 0.11, -0.12, -0.67, -0.09, -0.16, -0.25, 1.03, -0.26, -0.12, -0.09, -0.09, -0.09, -0.10, -0.28, -0.11, -0.09, -0.09, -0.09, -0.11, -0.25, -0.09, -0.08, -0.09, -0.09, -0.12, 0.12, 0.13, 0.07, 0.07, 0.10, 0.10, 0.10, 0.10, 0.08, 0.10, 0.10, 0.10, 0.10, 0.10, 0.09, 0.10, 0.10, 0.08, 0.10, 0.80, -0.61, -0.14, -0.09, -0.09, -0.09, -0.14, 0.09, 0.10, 0.10, 0.10, 0.05

2.
Below is a 16-piece molecular cluster, C92H79Br2N15O30 overall in a non-equilibrium geometry, with properties calculated with wB97M-V/def2-TZVPD.

Values from the calculation:
orbital gap = 8.202 eV
molecular weight = 2034.5 g/mol

Atoms and positions in Å:
Br (2.92, -6.10, 1.03)
C (2.31, -5.38, 2.77)
C (0.76, -5.30, 2.84)
Br (0.20, -4.53, 4.60)
H (2.68, -4.35, 2.80)
H (2.70, -6.04, 3.54)
H (0.22, -6.24, 2.85)
H (0.29, -4.70, 2.06)
C (-5.94, 5.87, 1.51)
C (-5.83, 4.54, 1.81)
C (-6.94, 3.76, 2.14)
C (-8.23, 4.38, 2.22)
C (-8.29, 5.79, 2.01)
C (-7.19, 6.49, 1.64)
N (-9.42, 3.55, 2.47)
O (-10.51, 3.92, 2.11)
O (-9.19, 2.50, 3.11)
H (-5.03, 6.40, 1.27)
H (-4.85, 4.11, 1.84)
H (-6.75, 2.70, 2.22)
H (-9.24, 6.30, 1.97)
H (-7.27, 7.57, 1.57)
C (1.41, 1.79, 3.79)
C (1.05, 2.86, 4.63)
C (0.21, 2.61, 5.74)
C (-0.30, 1.35, 6.03)
C (0.02, 0.33, 5.13)
C (0.89, 0.53, 4.03)
N (-1.10, 1.16, 7.22)
O (-1.40, -0.01, 7.52)
O (-1.24, 2.13, 7.97)
H (2.06, 1.92, 2.93)
H (1.54, 3.81, 4.45)
H (-0.15, 3.46, 6.29)
H (-0.34, -0.65, 5.38)
H (1.18, -0.22, 3.31)
C (-0.06, -3.86, -6.02)
C (-0.19, -2.97, -4.96)
C (0.01, -3.42, -3.66)
C (0.31, -4.79, -3.38)
C (0.60, -5.64, -4.44)
C (0.28, -5.17, -5.76)
N (0.45, -5.27, -1.99)
O (0.44, -4.49, -1.10)
O (0.68, -6.49, -1.90)
H (-0.35, -3.53, -7.00)
H (-0.61, -1.98, -5.11)
H (-0.23, -2.78, -2.83)
H (0.96, -6.66, -4.37)
H (0.30, -5.64, -6.73)
C (8.65, 1.88, -2.07)
C (7.88, 3.04, -2.22)
C (6.71, 3.11, -1.45)
C (6.30, 2.05, -0.65)
C (7.10, 0.90, -0.52)
C (8.30, 0.82, -1.19)
N (5.03, 2.06, 0.17)
O (4.31, 3.08, 0.19)
O (4.85, 1.20, 0.95)
H (9.59, 1.96, -2.59)
H (8.14, 3.86, -2.87)
H (6.03, 3.94, -1.56)
H (6.86, 0.01, 0.03)
H (8.92, -0.06, -1.18)
C (-4.38, -3.44, -0.83)
C (-4.36, -2.67, -2.00)
C (-4.62, -1.35, -1.85)
C (-4.86, -0.77, -0.54)
C (-4.75, -1.61, 0.58)
C (-4.44, -2.96, 0.45)
N (-5.15, 0.64, -0.42)
O (-5.59, 1.23, -1.36)
O (-4.93, 1.26, 0.61)
H (-4.09, -4.48, -0.83)
H (-4.03, -3.15, -2.91)
H (-4.55, -0.73, -2.74)
H (-4.86, -1.11, 1.54)
H (-4.41, -3.71, 1.23)
C (-4.85, 0.05, 6.97)
C (-4.72, 1.02, 8.01)
C (-4.19, 2.27, 7.66)
C (-3.92, 2.59, 6.35)
C (-4.18, 1.63, 5.37)
C (-4.52, 0.36, 5.70)
N (-3.34, 3.96, 6.04)
O (-3.10, 4.16, 4.85)
O (-2.93, 4.59, 7.01)
H (-5.25, -0.96, 6.94)
H (-4.97, 0.79, 9.03)
H (-4.12, 3.00, 8.45)
H (-3.80, 1.94, 4.40)
H (-4.71, -0.46, 5.02)
C (2.90, 5.33, -1.79)
C (3.05, 6.35, -2.68)
C (1.97, 6.77, -3.40)
C (0.72, 6.12, -3.23)
C (0.67, 5.05, -2.36)
C (1.80, 4.56, -1.73)
N (-0.47, 6.70, -3.90)
O (-1.60, 6.55, -3.43)
O (-0.25, 7.40, -4.87)
H (3.78, 4.93, -1.32)
H (3.99, 6.88, -2.73)
H (2.13, 7.64, -4.02)
H (-0.23, 4.46, -2.26)
H (1.60, 3.71, -1.10)
C (7.11, -2.13, -2.84)
C (7.59, -2.80, -1.73)
C (6.90, -2.95, -0.51)
C (5.65, -2.38, -0.34)
C (5.12, -1.64, -1.47)
C (5.87, -1.55, -2.63)
N (4.87, -2.68, 0.87)
O (3.70, -2.32, 0.91)
O (5.32, -3.34, 1.82)
H (7.59, -2.06, -3.81)
H (8.58, -3.23, -1.74)
H (7.31, -3.54, 0.30)
H (4.08, -1.34, -1.47)
H (5.30, -1.04, -3.39)
C (7.63, 0.78, -6.85)
C (7.55, 0.59, -5.53)
C (6.45, 0.96, -4.72)
C (5.33, 1.53, -5.34)
C (5.43, 1.68, -6.75)
C (6.52, 1.33, -7.52)
N (4.12, 2.02, -4.55)
O (3.27, 2.66, -5.15)
O (4.23, 1.80, -3.34)
H (8.52, 0.45, -7.37)
H (8.48, 0.27, -5.09)
H (6.60, 0.84, -3.66)
H (4.67, 2.22, -7.30)
H (6.62, 1.67, -8.54)
C (3.32, -2.11, -6.52)
C (4.28, -2.90, -5.91)
C (5.46, -3.24, -6.61)
C (5.67, -2.83, -7.88)
C (4.64, -2.09, -8.54)
C (3.57, -1.65, -7.80)
N (6.94, -3.16, -8.63)
O (7.61, -4.05, -8.17)
O (7.15, -2.50, -9.68)
H (2.47, -1.86, -5.91)
H (4.08, -3.26, -4.91)
H (6.12, -3.94, -6.14)
H (4.71, -1.82, -9.58)
H (2.85, -1.10, -8.37)
C (-3.56, -10.55, 4.92)
C (-3.31, -9.31, 5.42)
C (-3.26, -8.18, 4.63)
C (-3.27, -8.37, 3.20)
C (-3.46, -9.69, 2.69)
C (-3.72, -10.75, 3.54)
N (-3.07, -7.21, 2.31)
O (-2.76, -6.13, 2.85)
O (-3.46, -7.28, 1.20)
H (-3.77, -11.43, 5.51)
H (-3.22, -9.31, 6.50)
H (-3.13, -7.20, 5.07)
H (-3.40, -9.90, 1.63)
H (-4.17, -11.64, 3.13)
C (-3.38, 4.28, -2.05)
C (-2.76, 3.16, -1.57)
C (-2.48, 2.16, -2.48)
C (-3.04, 2.19, -3.79)
C (-3.83, 3.29, -4.15)
C (-3.99, 4.38, -3.29)
N (-2.79, 1.02, -4.67)
O (-3.51, 0.87, -5.63)
O (-2.01, 0.20, -4.18)
H (-3.61, 4.99, -1.27)
H (-2.38, 3.16, -0.56)
H (-1.96, 1.32, -2.05)
H (-4.23, 3.35, -5.15)
H (-4.53, 5.23, -3.68)
C (-2.84, -3.22, 6.79)
C (-3.21, -2.96, 5.52)
C (-4.16, -3.71, 4.89)
C (-4.70, -4.88, 5.53)
C (-4.34, -5.16, 6.82)
C (-3.40, -4.30, 7.50)
N (-5.82, -5.71, 4.93)
O (-6.13, -6.72, 5.52)
O (-6.37, -5.26, 3.88)
H (-2.25, -2.48, 7.32)
H (-2.67, -2.13, 5.08)
H (-4.45, -3.29, 3.94)
H (-4.78, -5.99, 7.36)
H (-3.18, -4.40, 8.55)
C (0.94, 0.76, -0.26)
C (0.09, 1.49, 0.45)
C (-0.81, 0.87, 1.26)
C (-0.90, -0.51, 1.28)
C (-0.15, -1.28, 0.40)
C (0.75, -0.62, -0.46)
N (-1.80, -1.19, 2.20)
O (-1.79, -2.41, 2.23)
O (-2.63, -0.50, 2.81)
H (1.66, 1.24, -0.90)
H (0.02, 2.56, 0.37)
H (-1.48, 1.48, 1.84)
H (-0.23, -2.35, 0.23)
H (1.34, -1.26, -1.10)
C (-0.22, 8.79, -0.75)
C (-0.96, 7.61, -0.45)
C (-0.44, 6.63, 0.37)
C (0.77, 6.82, 0.99)
C (1.46, 8.07, 0.77)
C (1.00, 8.97, -0.13)
N (1.47, 5.78, 1.85)
O (2.21, 6.13, 2.77)
O (1.35, 4.65, 1.45)
H (-0.65, 9.47, -1.47)
H (-1.91, 7.37, -0.90)
H (-0.89, 5.65, 0.49)
H (2.45, 8.09, 1.22)
H (1.48, 9.91, -0.35)

These are the Löwdin partial charges, in e, on atoms 1 to 99: 0.60, -0.64, -0.63, 0.59, 0.03, 0.05, 0.04, 0.04, -0.07, -0.09, 0.02, -0.10, -0.02, -0.08, -0.35, 0.09, 0.05, 0.10, 0.10, 0.11, 0.11, 0.11, -0.06, -0.03, 0.00, -0.15, 0.01, -0.07, -0.30, 0.06, 0.07, 0.10, 0.09, 0.11, 0.10, 0.11, -0.10, -0.08, 0.00, -0.13, 0.02, -0.06, -0.35, 0.07, 0.05, 0.11, 0.09, 0.10, 0.11, 0.10, -0.08, -0.06, -0.01, -0.10, -0.02, -0.06, -0.33, 0.04, 0.11, 0.10, 0.11, 0.11, 0.10, 0.11, -0.08, -0.06, 0.01, -0.11, 0.01, -0.06, -0.36, 0.09, 0.05, 0.11, 0.11, 0.10, 0.10, 0.11, -0.07, -0.02, -0.04, -0.15, 0.00, -0.11, -0.31, 0.05, 0.07, 0.11, 0.10, 0.12, 0.11, 0.10, -0.09, -0.07, 0.00, -0.12, -0.01, -0.06, -0.32

3.
Below is C43H36F4N3PY as an isolated structure in a non-equilibrium geometry, with properties calculated with wB97M-V/def2-TZVPD.

Values from the calculation:
orbital gap = 6.842 eV
molecular weight = 790.7 g/mol
total charge = +1

Atoms and positions in Å:
Y (-1.05, 0.51, -0.49)
C (-2.09, 3.84, 0.18)
N (-2.49, 2.48, 0.57)
C (-2.81, 2.50, 2.00)
C (-3.72, 2.07, -0.14)
C (-3.57, 1.99, -1.66)
N (-2.30, 1.40, -2.07)
C (-2.06, 1.33, -3.39)
C (-0.79, 0.88, -3.85)
F (0.12, 0.52, -2.84)
C (-0.41, 0.80, -5.17)
F (0.83, 0.38, -5.47)
C (-1.28, 1.16, -6.18)
C (-2.54, 1.59, -5.79)
F (-3.42, 1.95, -6.73)
C (-2.93, 1.68, -4.46)
F (-4.19, 2.12, -4.22)
H (-2.90, 4.56, 0.36)
H (-1.82, 3.87, -0.88)
H (-1.23, 4.15, 0.77)
H (-3.62, 3.20, 2.21)
H (-1.93, 2.81, 2.58)
H (-3.11, 1.51, 2.33)
H (-4.54, 2.78, 0.09)
H (-4.00, 1.09, 0.26)
H (-3.67, 3.00, -2.08)
H (-4.42, 1.40, -2.03)
H (-1.00, 1.11, -7.21)
C (-3.48, -3.33, -0.14)
C (-3.26, -3.70, 1.18)
C (-2.50, -2.88, 2.00)
C (-1.95, -1.69, 1.53)
C (-2.16, -1.31, 0.17)
C (-2.93, -2.16, -0.62)
C (-1.15, -0.82, 2.40)
C (-0.96, -1.08, 3.78)
C (-0.21, -0.23, 4.55)
C (0.40, 0.90, 3.96)
C (1.21, 1.81, 4.67)
C (1.83, 2.84, 4.02)
C (1.62, 3.03, 2.64)
C (0.81, 2.19, 1.94)
C (0.18, 1.09, 2.57)
N (-0.59, 0.26, 1.85)
H (-4.08, -3.96, -0.78)
H (-3.68, -4.61, 1.56)
H (-2.35, -3.19, 3.02)
H (-3.11, -1.90, -1.67)
H (-1.40, -1.94, 4.23)
H (-0.06, -0.42, 5.60)
H (1.35, 1.67, 5.73)
H (2.47, 3.53, 4.55)
H (2.11, 3.86, 2.14)
H (0.63, 2.35, 0.87)
C (2.04, -2.82, 3.75)
C (2.67, -1.61, 3.50)
C (2.56, -1.01, 2.26)
C (1.85, -1.63, 1.24)
C (1.23, -2.85, 1.49)
C (1.33, -3.44, 2.73)
P (1.51, -0.75, -0.34)
C (2.97, 0.32, -0.55)
C (4.27, -0.09, -0.23)
C (5.32, 0.79, -0.36)
C (5.11, 2.08, -0.82)
C (3.83, 2.49, -1.16)
C (2.77, 1.61, -1.02)
C (1.67, -2.06, -1.60)
C (0.55, -2.85, -1.84)
C (0.59, -3.87, -2.77)
C (1.75, -4.09, -3.50)
C (2.85, -3.28, -3.31)
C (2.82, -2.27, -2.36)
H (2.12, -3.29, 4.72)
H (3.22, -1.12, 4.29)
H (3.03, -0.05, 2.09)
H (0.67, -3.34, 0.70)
H (0.83, -4.38, 2.92)
H (4.44, -1.10, 0.13)
H (6.32, 0.47, -0.10)
H (5.93, 2.77, -0.91)
H (3.66, 3.49, -1.53)
H (1.76, 1.93, -1.29)
H (-0.37, -2.66, -1.28)
H (-0.28, -4.48, -2.94)
H (1.78, -4.88, -4.23)
H (3.74, -3.42, -3.90)
H (3.68, -1.63, -2.22)

Charges obtained by Löwdin population analysis, quoted in units of e: 1.40, -0.08, -0.32, -0.09, -0.20, -0.22, -0.15, -0.20, -0.11, -0.03, -0.22, 0.10, 0.07, -0.21, 0.11, -0.13, 0.07, 0.10, 0.09, 0.08, 0.10, 0.08, 0.09, 0.14, 0.12, 0.12, 0.13, 0.14, -0.07, -0.06, -0.03, -0.21, -0.24, -0.13, -0.22, 0.02, 0.02, -0.16, -0.01, -0.05, -0.05, -0.05, -0.26, 0.02, 0.11, 0.11, 0.10, 0.10, 0.11, 0.13, 0.12, 0.11, 0.12, 0.08, -0.08, -0.07, -0.10, -0.33, -0.08, -0.07, 1.07, -0.37, -0.10, -0.06, -0.06, -0.07, -0.11, -0.35, -0.12, -0.06, -0.06, -0.06, -0.06, 0.11, 0.11, 0.11, 0.10, 0.11, 0.12, 0.11, 0.11, 0.11, 0.08, 0.07, 0.11, 0.11, 0.11, 0.10

4.
Below is C5H4NOOsSSbSe4 as an isolated structure in a non-equilibrium geometry, with properties calculated with wB97M-V/def2-TZVPD.

Values from the calculation:
<S²> = 0.77
orbital gap (spin up / spin down) = 5.961 / 5.697 eV
molecular weight = 754.0 g/mol
total charge = -1
spin multiplicity = 2

Atoms and positions in Å:
Os (1.80, 0.19, -0.42)
O (0.08, -0.96, -0.68)
N (-1.12, -0.52, -0.30)
C (-2.20, -1.25, -0.67)
C (-3.45, -0.88, -0.28)
C (-3.59, 0.25, 0.55)
C (-2.48, 0.96, 0.89)
C (-1.20, 0.59, 0.43)
S (0.22, 1.49, 0.72)
H (-1.97, -2.11, -1.28)
H (-4.30, -1.48, -0.58)
H (-4.57, 0.55, 0.91)
H (-2.54, 1.83, 1.53)
Se (6.55, 1.71, 1.29)
Sb (5.35, 0.39, -0.30)
Se (3.29, -0.86, 0.91)
Se (3.44, 1.39, -1.40)
Se (6.70, -1.30, -1.33)

Charges obtained by Löwdin population analysis, quoted in units of e: 0.26, -0.34, -0.22, -0.02, -0.06, -0.07, -0.08, -0.66, 0.62, 0.14, 0.10, 0.11, 0.11, -0.26, -0.34, 0.02, -0.04, -0.26

5.
Below is C3H2ClN as an isolated structure in a non-equilibrium geometry, with properties calculated with wB97M-V/def2-TZVPD.

Values from the calculation:
orbital gap = 8.426 eV
molecular weight = 87.5 g/mol

Atoms and positions in Å:
C (0.67, -0.15, -0.29)
C (-1.11, 0.34, 0.53)
C (-0.27, 0.89, -0.37)
N (-0.62, -0.75, 0.25)
Cl (2.36, -0.62, 0.31)
H (0.91, -0.35, -1.32)
H (-1.94, 0.65, 0.89)

Charges obtained by Löwdin population analysis, quoted in units of e: -0.65, -0.19, 0.03, 0.15, 0.54, 0.05, 0.07

6.
Below is one molecule with the formula C2H2F2S in a non-equilibrium geometry, with properties calculated with wB97M-V/def2-TZVPD.

Values from the calculation:
orbital gap (spin up / spin down) = 8.066 / 8.066 eV
molecular weight = 96.1 g/mol

Atoms and positions in Å:
C (-1.79, 0.45, 0.39)
C (0.79, -0.63, 0.06)
F (-3.07, 0.21, -0.05)
F (1.46, 0.43, 0.36)
S (-0.83, -0.87, 0.14)
H (-1.63, 1.46, 0.58)
H (1.14, -1.54, 0.44)

Charges obtained by Löwdin population analysis, quoted in units of e: -0.47, -0.58, -0.12, 0.01, 1.08, 0.05, 0.02

7.
Below is C3H4EuO4 as an isolated structure in a non-equilibrium geometry, with properties calculated with wB97M-V/def2-TZVPD.

Values from the calculation:
<S²> = 15.76
orbital gap (spin up / spin down) = 6.522 / 6.622 eV
molecular weight = 256.0 g/mol
spin multiplicity = 8

Atoms and positions in Å:
C (-1.51, -0.76, 0.53)
C (-0.93, 0.39, 0.11)
O (-0.36, 0.37, -1.17)
C (0.93, 0.66, -1.28)
O (1.48, 1.44, -0.45)
O (1.67, -0.07, -2.00)
O (-2.51, -0.69, 1.47)
Eu (3.77, 0.14, -0.67)
H (-1.60, -1.59, -0.18)
H (2.46, -0.70, 0.86)
H (-2.13, -0.55, 2.34)
H (-1.27, 1.37, 0.45)

Charges obtained by Löwdin population analysis, quoted in units of e: -0.15, -0.07, 0.02, -0.83, -0.20, -0.21, -0.03, 1.30, 0.13, -0.20, 0.10, 0.14